1.
Computed, not measured: a cluster of 10 separate species, C38H77N10O10 in total in a non-equilibrium geometry, with the ωB97M-V functional and the def2-TZVPD basis.

Frontier orbital gap (eV): 6.06
LUMO level (hartree): -0.150
Calculated total energy (Ha): -2793.44932
Charge: +1
HOMO (eV): -10.1

Last column: Löwdin charge in e.
Positions of all 135 atoms, in Å:
C 0.31 2.73 1.87  0.021
C 1.32 3.65 2.25  -0.179
C 2.81 3.30 2.70  -0.136
C 3.79 2.80 1.55  -0.077
C 4.38 1.35 1.74  0.060
C 5.35 0.75 0.70  0.029
C 5.75 1.62 -0.52  0.023
C 5.12 3.03 -0.62  0.038
N 4.18 3.53 0.38  -0.071
C 3.62 4.88 0.11  -0.046
C 2.11 4.67 -0.71  -0.121
C 1.94 3.14 -1.42  -0.056
O 2.20 4.54 -2.20  -0.162
H 0.46 1.71 1.39  0.085
H -0.78 3.11 2.03  0.062
H 1.04 4.77 2.21  0.112
H 3.25 4.24 3.22  0.134
H 2.73 2.52 3.55  0.132
H 4.05 0.74 2.66  0.126
H 5.74 -0.31 0.84  0.087
H 6.47 1.29 -1.33  0.111
H 5.38 3.67 -1.54  0.150
H 3.38 5.47 1.06  0.130
H 4.27 5.48 -0.63  0.144
H 1.14 5.16 -0.21  0.154
H 1.46 2.86 -2.41  0.141
H 0.90 3.10 -0.87  0.057
C -2.86 3.87 0.31  -0.350
O -2.53 4.17 1.45  -0.020
N -2.77 4.68 -0.78  -0.193
C -3.19 4.24 -2.10  -0.050
C -2.24 6.01 -0.62  -0.039
H -3.28 2.87 0.08  0.122
H -2.34 4.29 -2.78  0.087
H -3.98 4.90 -2.46  0.089
H -3.57 3.22 -2.07  0.089
H -1.22 5.95 -0.23  0.070
H -2.86 6.56 0.09  0.099
H -2.23 6.54 -1.58  0.091
C 7.19 -3.54 0.94  -0.347
O 6.05 -3.18 1.18  -0.012
N 8.00 -2.98 0.00  -0.188
C 9.35 -3.46 -0.24  -0.043
C 7.50 -1.88 -0.80  -0.049
H 7.67 -4.36 1.49  0.131
H 10.05 -2.64 -0.06  0.091
H 9.44 -3.80 -1.27  0.097
H 9.60 -4.29 0.43  0.086
H 7.22 -1.07 -0.13  0.047
H 6.61 -2.21 -1.34  0.103
H 8.25 -1.54 -1.51  0.094
C -6.62 1.97 0.39  -0.319
O -5.44 1.68 0.20  -0.024
N -7.06 3.07 1.05  -0.187
C -8.47 3.35 1.23  -0.049
C -6.09 4.00 1.59  -0.032
H -7.43 1.33 0.02  0.136
H -8.70 4.31 0.77  0.075
H -8.68 3.40 2.30  0.095
H -9.08 2.57 0.78  0.087
H -5.47 4.38 0.77  0.080
H -5.45 3.47 2.30  0.097
H -6.58 4.83 2.09  0.094
C -8.90 7.27 -0.36  -0.345
O -7.90 6.93 0.24  -0.009
N -9.13 7.07 -1.69  -0.199
C -10.36 7.51 -2.34  -0.044
C -8.12 6.41 -2.48  -0.046
H -9.74 7.78 0.15  0.134
H -10.86 6.64 -2.77  0.096
H -10.11 8.21 -3.13  0.068
H -11.03 7.99 -1.62  0.090
H -7.93 5.41 -2.07  0.086
H -7.19 6.98 -2.43  0.090
H -8.44 6.32 -3.52  0.082
C 5.94 -6.57 0.37  -0.351
O 6.93 -6.48 -0.34  -0.017
N 5.27 -7.72 0.65  -0.172
C 4.09 -7.73 1.50  -0.054
C 5.73 -8.96 0.07  -0.029
H 5.51 -5.68 0.86  0.118
H 4.28 -8.39 2.35  0.079
H 3.24 -8.11 0.93  0.084
H 3.86 -6.73 1.86  0.089
H 6.76 -9.15 0.39  0.077
H 5.72 -8.88 -1.02  0.097
H 5.09 -9.79 0.38  0.072
C -5.03 -3.56 0.63  -0.349
O -5.09 -4.71 0.25  0.009
N -4.38 -2.54 0.00  -0.207
C -4.36 -1.19 0.53  -0.068
C -3.68 -2.82 -1.24  -0.051
H -5.53 -3.23 1.56  0.129
H -4.80 -0.51 -0.21  0.067
H -3.32 -0.90 0.71  0.087
H -4.92 -1.12 1.46  0.086
H -4.39 -3.21 -1.97  0.093
H -2.92 -3.59 -1.05  0.091
H -3.20 -1.92 -1.62  0.083
C 2.55 -10.56 2.02  -0.345
O 3.76 -10.63 2.07  -0.014
N 1.70 -10.76 3.07  -0.198
C 0.26 -10.66 2.93  -0.056
C 2.26 -11.08 4.37  -0.040
H 2.02 -10.33 1.08  0.136
H -0.11 -9.88 3.60  0.091
H -0.19 -11.62 3.21  0.092
H -0.02 -10.42 1.90  0.086
H 2.93 -10.27 4.68  0.092
H 2.85 -12.00 4.29  0.096
H 1.47 -11.21 5.10  0.090
C 10.77 -7.70 1.28  -0.345
O 11.99 -7.77 1.33  0.011
N 9.93 -7.90 2.33  -0.200
C 8.49 -7.81 2.19  -0.070
C 10.49 -8.22 3.63  -0.048
H 10.25 -7.47 0.34  0.134
H 8.12 -7.02 2.86  0.091
H 8.04 -8.76 2.47  0.094
H 8.21 -7.56 1.17  0.048
H 11.15 -7.41 3.94  0.092
H 11.08 -9.14 3.55  0.094
H 9.70 -8.35 4.37  0.086
C -9.72 10.14 -5.27  -0.347
O -10.64 9.35 -5.35  0.005
N -8.46 9.95 -5.77  -0.205
C -7.42 10.94 -5.64  -0.062
C -8.17 8.71 -6.47  -0.043
H -9.83 11.11 -4.76  0.134
H -7.09 11.25 -6.63  0.091
H -6.58 10.50 -5.10  0.087
H -7.78 11.82 -5.10  0.085
H -8.85 8.62 -7.33  0.097
H -8.34 7.87 -5.79  0.079
H -7.14 8.70 -6.82  0.088


2.
Computed, not measured: a structure of composition C26H46Br2F6INO10P2S3 in a non-equilibrium geometry, with the ωB97M-V functional and the def2-TZVPD basis.

Frontier orbital gap (eV): 8.03
Energy above the lowest of the compared OMol25 structures with the same formula, charge and spin (kJ/mol): 0.0
LUMO level (hartree): -0.032
Calculated total energy (Ha): -9747.42254
Charge: 0
HOMO (eV): -8.9

Last column: Löwdin charge in e.
Positions of all 97 atoms, in Å:
C 3.79 -4.97 0.22  -0.110
O 2.47 -4.74 -0.25  -0.180
C 2.41 -3.73 -1.22  -0.256
C 1.23 -2.78 -0.94  -0.191
C 1.43 -1.41 -1.62  -0.169
C 1.37 -0.08 -0.84  -0.173
C 0.60 0.07 0.50  -0.411
C -0.73 -0.75 0.33  -0.399
C -2.02 -0.42 1.10  -0.077
F -1.15 -0.59 -1.01  -0.043
C 1.50 -0.02 1.83  -0.559
I 0.43 -1.65 2.97  1.283
P 3.08 -1.11 1.57  0.750
N 3.28 -2.23 2.65  -0.367
C 1.82 1.31 2.71  -0.268
C 2.94 2.23 2.14  -0.210
C 3.82 1.99 0.91  -0.278
C 5.32 2.00 1.30  -0.573
S 5.82 3.69 1.73  0.747
S 2.79 0.72 4.27  0.663
C 2.10 -0.44 5.43  -0.210
O 3.03 1.88 5.10  -0.322
O 4.10 0.27 3.86  -0.335
C 0.53 2.27 3.03  -0.202
C 0.54 3.85 2.84  -0.559
Br -0.77 4.62 1.65  0.902
C 1.27 4.80 3.46  -0.750
C 2.28 4.56 4.54  -0.124
Br 1.08 6.64 3.12  0.793
C -0.30 1.99 4.33  -0.377
F -0.90 0.79 4.28  0.062
F 0.38 2.08 5.48  0.145
C -1.54 2.95 4.59  -0.567
F -2.44 2.95 3.64  0.179
F -2.16 2.35 5.64  0.144
F -1.22 4.14 5.05  0.189
O -0.46 1.91 2.02  -0.299
S 0.04 1.78 0.49  0.612
O -1.13 1.94 -0.31  -0.235
O 1.09 2.66 0.06  -0.237
H 3.81 -5.97 0.64  0.087
H 4.53 -4.94 -0.58  0.086
H 4.05 -4.25 1.00  0.061
H 2.29 -4.14 -2.23  0.132
H 3.34 -3.15 -1.21  0.100
H 1.14 -2.74 0.14  0.060
H 0.33 -3.29 -1.29  0.125
H 2.37 -1.45 -2.17  0.113
H 0.69 -1.36 -2.42  0.104
H 2.38 0.33 -0.78  0.087
H 0.91 0.64 -1.52  0.114
H -0.59 -1.82 0.35  0.074
H -2.62 -1.33 1.12  0.093
H -2.62 0.31 0.57  0.082
H -1.90 -0.10 2.13  0.030
H 4.27 -0.39 1.61  0.019
H 3.03 -1.71 0.31  0.018
H 4.16 -2.08 3.13  -0.018
H 3.63 2.53 2.93  0.066
H 2.52 3.20 1.90  0.094
H 3.74 1.08 0.33  0.051
H 3.76 2.78 0.16  0.109
H 5.87 1.70 0.41  0.072
H 5.54 1.26 2.06  0.059
H 7.03 3.43 2.24  -0.143
H 2.42 -1.44 5.16  0.031
H 1.02 -0.38 5.57  0.024
H 2.56 -0.21 6.38  0.084
H 2.55 5.52 4.98  0.056
H 3.22 4.13 4.21  0.069
H 1.84 4.02 5.36  0.077
O -5.81 -0.36 -5.80  -0.214
P -4.78 -1.22 -5.20  0.451
O -4.82 -2.67 -5.88  -0.184
C -4.47 -2.81 -7.27  -0.271
C -2.98 -2.63 -7.51  -0.082
O -5.36 -1.60 -3.73  -0.202
C -6.52 -0.97 -3.20  -0.297
C -7.77 -1.76 -3.50  -0.073
O -3.25 -1.22 -4.72  -0.183
C -2.62 0.04 -4.39  -0.243
C -3.26 0.73 -3.21  -0.069
H -5.05 -2.11 -7.87  0.114
H -4.77 -3.82 -7.55  0.117
H -2.67 -1.60 -7.33  0.066
H -2.74 -2.87 -8.55  0.078
H -2.40 -3.27 -6.85  0.082
H -6.60 0.05 -3.58  0.100
H -6.36 -0.90 -2.12  0.116
H -7.81 -2.06 -4.55  0.076
H -8.66 -1.18 -3.26  0.076
H -7.79 -2.68 -2.90  0.075
H -2.65 0.70 -5.27  0.118
H -1.58 -0.18 -4.18  0.113
H -4.27 1.07 -3.44  0.073
H -2.68 1.60 -2.91  0.083
H -3.33 0.05 -2.36  0.076


3.
Computed, not measured: a structure of composition C4H8F8Li3N4O18S9 in a non-equilibrium geometry, with the ωB97M-V functional and the def2-TZVPD basis.

Frontier orbital gap (eV): 8.16
Energy above the lowest of the compared OMol25 structures with the same formula, charge and spin (kJ/mol): 266.8
LUMO level (hartree): 0.027
Calculated total energy (Ha): -6135.96976
Charge: -1
HOMO (eV): -7.4

Last column: Löwdin charge in e.
Positions of all 54 atoms, in Å:
Li 1.68 -0.30 -3.12  0.690
Li -0.13 1.90 -2.97  0.683
Li 0.75 0.63 -0.41  0.586
N 0.15 2.43 -1.04  -0.420
S -1.45 2.80 -0.43  0.555
O -2.27 3.59 -1.30  -0.239
O -1.61 2.85 0.98  -0.203
F -2.04 1.33 -0.79  -0.216
S 0.63 3.98 -0.85  0.452
O 0.50 4.58 0.44  -0.216
O 0.28 4.83 -1.96  -0.265
F 2.16 3.74 -1.02  -0.153
N 0.09 0.42 -4.19  -0.450
S -1.09 -0.76 -3.84  0.540
O -0.84 -2.06 -4.37  -0.200
O -2.43 -0.37 -3.56  -0.197
F -0.51 -0.93 -2.35  -0.241
S -0.04 0.27 -5.77  0.462
O -1.34 0.48 -6.32  -0.232
O 0.74 -0.74 -6.39  -0.227
F 0.69 1.66 -6.12  -0.183
N 0.33 2.15 3.84  -0.249
S 1.66 1.59 3.01  0.552
O 1.25 1.00 1.76  -0.352
O 2.84 1.08 3.67  -0.259
F 2.13 3.05 2.57  -0.197
S -0.10 0.79 4.54  0.494
O 0.86 0.23 5.44  -0.281
O -1.01 -0.11 3.90  -0.295
F -1.11 1.52 5.60  -0.225
N 2.25 -0.44 -1.23  -0.444
S 2.55 -2.00 -0.91  0.483
O 2.25 -2.27 0.45  -0.213
O 3.68 -2.61 -1.55  -0.241
F 1.37 -2.54 -1.84  -0.191
S 3.83 0.15 -0.94  0.546
O 4.66 0.29 -2.09  -0.250
O 4.44 -0.28 0.28  -0.214
F 3.36 1.64 -0.65  -0.187
C -2.00 -2.79 3.16  -0.219
C -3.00 -1.74 2.63  -0.212
C -2.92 -1.74 1.09  -0.189
S -1.19 -2.12 0.70  0.705
O -0.39 -0.96 0.42  -0.399
O -1.19 -3.21 -0.24  -0.319
C -0.71 -2.70 2.39  -0.195
H -2.46 -3.75 2.90  0.114
H -1.87 -2.75 4.24  0.119
H -2.64 -0.75 2.94  0.081
H -3.98 -1.88 3.07  0.114
H -3.19 -0.89 0.47  0.097
H -3.50 -2.62 0.80  0.101
H 0.04 -2.01 2.78  0.095
H -0.20 -3.65 2.18  0.104


4.
Computed, not measured: a structure of composition C4H4N2O, with the ωB97M-V functional and the def2-TZVPD basis.

Frontier orbital gap (eV): 9.51
Energy above the lowest of the compared OMol25 structures with the same formula, charge and spin (kJ/mol): 304.1
LUMO level (hartree): -0.011
Calculated total energy (Ha): -339.46584
Charge: 0
HOMO (eV): -9.8

Last column: Löwdin charge in e.
Positions of all 11 atoms, in Å:
O 0.22 2.49 1.17  0.105
C 0.07 1.38 0.74  -0.416
C -0.65 0.25 1.34  -0.006
C -0.74 -0.97 0.75  -0.099
N -0.16 -1.27 -0.51  0.124
C 0.36 -0.17 -0.77  -0.291
N 0.66 0.99 -0.58  0.225
H -1.12 0.43 2.30  0.117
H -1.27 -1.80 1.19  0.120
H 1.64 -0.73 -2.65  0.060
H 0.99 -0.60 -2.98  0.060


5.
Computed, not measured: a structure of composition C15H38BaF3N3O21P3 in a non-equilibrium geometry, with the ωB97M-V functional and the def2-TZVPD basis.

Frontier orbital gap (eV): 8.70
Energy above the lowest of the compared OMol25 structures with the same formula, charge and spin (kJ/mol): 104.6
LUMO level (hartree): -0.132
Calculated total energy (Ha): -3687.70233
Charge: +1
HOMO (eV): -12.3

Last column: Löwdin charge in e.
Positions of all 84 atoms, in Å:
Ba 38.63 7.75 19.40  1.989
N 37.85 10.72 20.71  -0.602
O 37.61 11.88 21.02  0.022
O 36.92 9.95 20.36  -0.159
O 39.00 10.24 20.79  -0.155
C 36.40 14.75 20.38  0.042
N 35.03 15.33 20.49  -0.439
O 34.46 15.25 21.56  0.056
O 34.54 15.76 19.47  0.073
H 36.47 14.05 19.56  0.067
H 36.71 14.29 21.32  0.080
H 37.00 15.65 20.22  0.111
C 39.61 12.80 18.56  0.044
N 39.47 14.03 17.72  -0.441
O 40.46 14.49 17.22  0.096
O 38.33 14.40 17.52  0.051
H 39.49 13.06 19.61  0.098
H 40.62 12.43 18.41  0.100
H 38.86 12.08 18.28  0.065
C 35.78 5.53 22.78  -0.084
O 36.29 6.59 23.59  -0.190
P 37.77 7.08 23.34  0.423
O 38.22 7.21 21.92  -0.462
O 37.81 8.41 24.19  -0.184
C 36.96 9.54 23.96  -0.058
O 38.63 6.07 24.23  -0.197
C 38.35 5.88 25.61  -0.080
H 35.91 4.52 23.17  0.101
H 36.24 5.52 21.79  0.067
H 34.73 5.71 22.54  0.083
H 36.13 9.63 24.65  0.082
H 36.64 9.55 22.91  0.066
H 37.52 10.47 24.05  0.105
H 37.83 4.93 25.75  0.097
H 37.71 6.68 25.98  0.087
H 39.25 5.93 26.21  0.099
C 32.68 8.68 18.48  -0.081
O 33.99 8.49 18.95  -0.215
P 34.47 7.21 19.77  0.388
O 35.94 7.04 19.79  -0.375
O 33.77 7.41 21.17  -0.208
C 34.02 8.56 22.01  -0.047
O 33.66 5.99 19.18  -0.183
C 33.94 5.44 17.91  -0.078
H 32.54 9.65 17.99  0.094
H 31.93 8.76 19.27  0.102
H 32.45 7.94 17.72  0.090
H 34.52 8.31 22.94  0.080
H 33.04 8.99 22.18  0.103
H 34.65 9.29 21.49  0.065
H 34.84 4.81 17.90  0.097
H 34.14 6.21 17.17  0.068
H 33.11 4.83 17.57  0.104
C 31.81 12.79 24.51  -0.093
O 33.13 13.02 24.97  -0.196
P 34.31 11.96 24.80  0.357
O 35.65 12.47 25.13  -0.222
O 33.94 10.70 25.68  -0.227
C 33.99 10.79 27.11  -0.081
O 34.16 11.41 23.31  -0.240
C 34.64 12.16 22.18  -0.075
H 31.13 12.86 25.35  0.093
H 31.68 11.79 24.08  0.084
H 31.52 13.47 23.71  0.094
H 34.19 11.80 27.45  0.091
H 34.76 10.16 27.55  0.091
H 32.99 10.56 27.48  0.092
H 35.25 11.52 21.55  0.053
H 35.16 13.07 22.45  0.068
H 33.75 12.42 21.60  0.097
C 35.62 11.63 17.32  -0.021
C 36.78 10.82 16.75  -0.181
O 36.22 9.80 15.90  0.071
C 36.49 8.53 16.09  -0.365
O 36.81 8.08 17.16  -0.013
C 36.04 7.68 14.90  -0.584
F 36.80 6.59 14.88  0.185
F 34.78 7.30 15.09  0.184
F 36.08 8.34 13.78  0.225
H 36.05 12.45 17.91  0.068
H 35.10 10.99 18.04  0.074
H 34.93 12.01 16.57  0.095
H 37.39 10.43 17.56  0.088
H 37.38 11.50 16.15  0.135


6.
Computed, not measured: a structure of composition C2H13BMoN3 in a non-equilibrium geometry, with the ωB97M-V functional and the def2-TZVPD basis.

Frontier orbital gap (alpha / beta) (eV): 7.53 / 6.95
Energy above the lowest of the compared OMol25 structures with the same formula, charge and spin (kJ/mol): 0.0
LUMO level (alpha / beta) (hartree): -0.165 / -0.173
Calculated total energy (Ha): -340.95736
Charge: +1
Multiplicity: 3
HOMO (alpha / beta) (eV): -12.0 / -11.7

Last column: Mulliken spin population.
Positions of all 20 atoms, in Å:
C 0.40 2.13 -1.96  0.027
Mo 0.12 0.26 -0.02  1.920
N -0.43 -1.65 1.01  -0.018
N -1.31 1.39 1.21  -0.007
H 0.28 -1.93 1.68  0.008
H -0.12 1.15 -1.84  -0.019
H 0.95 2.09 -2.90  -0.006
H 1.10 2.40 -1.18  -0.004
H -0.29 2.97 -2.01  -0.004
H -1.04 1.35 2.20  0.002
H -2.28 1.07 1.12  0.001
H -1.28 2.37 0.92  0.004
H -1.30 -1.64 1.53  0.000
H -0.52 -2.46 0.39  0.002
B 4.64 0.72 0.68  -0.001
C 3.19 0.52 0.47  0.135
N 2.03 0.38 0.31  -0.076
H 4.93 0.12 1.71  0.014
H 4.83 1.93 0.77  0.013
H 5.18 0.24 -0.32  0.009


7.
Computed, not measured: an isolated molecule of C6H8S2 in a non-equilibrium geometry, with the ωB97M-V functional and the def2-TZVPD basis.

Frontier orbital gap (eV): 8.20
Structure (SMILES): C#CC[C@H](C)C(=S)S
Energy above the lowest of the compared OMol25 structures with the same formula, charge and spin (kJ/mol): 447.3
LUMO level (hartree): -0.014
Calculated total energy (Ha): -1029.62072
Charge: 0
HOMO (eV): -8.6

Last column: Löwdin charge in e.
Positions of all 16 atoms, in Å:
C -2.70 0.48 -1.23  0.059
C -1.99 -0.29 -0.73  -0.222
C -1.02 -1.39 -0.45  -0.205
C -0.16 -1.09 0.68  -0.489
C -0.77 -0.30 1.96  -0.093
C 0.89 -0.05 0.24  -1.088
S 2.27 -0.45 -0.65  0.592
S 0.28 1.63 0.18  0.751
H -3.67 1.23 -1.19  0.123
H -1.66 -2.29 0.02  0.172
H -0.33 -1.70 -1.33  0.144
H 0.54 -1.91 1.01  0.136
H 0.12 0.13 2.65  0.143
H -1.48 -0.97 2.28  0.038
H -1.38 0.44 1.51  -0.001
H 1.57 2.06 -0.30  -0.060


8.
Computed, not measured: a cluster of 2 separate species, C12H17N in total in a non-equilibrium geometry, with the ωB97M-V functional and the def2-TZVPD basis.

Frontier orbital gap (eV): 8.79
Structure (SMILES): Cc1c[nH]c2ccccc12.CCC
Energy above the lowest of the compared OMol25 structures with the same formula, charge and spin (kJ/mol): 55.9
LUMO level (hartree): 0.034
Calculated total energy (Ha): -522.19897
Charge: 0
HOMO (eV): -7.9

Last column: Löwdin charge in e.
Positions of all 30 atoms, in Å:
C -2.18 0.12 -2.09  -0.044
C -0.76 0.53 -1.88  -0.234
C -0.17 1.71 -2.21  -0.069
N 1.14 1.71 -1.85  0.074
C 1.40 0.56 -1.13  -0.210
C 2.58 0.12 -0.53  -0.024
C 2.55 -1.07 0.16  -0.093
C 1.33 -1.77 0.31  -0.100
C 0.21 -1.39 -0.39  -0.051
C 0.22 -0.20 -1.13  -0.169
H -2.30 -0.38 -3.05  0.078
H -2.88 0.95 -2.04  0.076
H -2.51 -0.59 -1.32  0.069
H -0.61 2.47 -2.83  0.124
H 1.63 2.58 -1.74  0.150
H 3.48 0.69 -0.68  0.106
H 3.44 -1.53 0.54  0.096
H 1.29 -2.58 1.02  0.099
H -0.68 -2.00 -0.50  0.113
C -1.49 0.74 1.95  -0.105
C -2.07 -0.36 2.87  -0.323
C -1.03 -0.85 3.87  -0.118
H -0.95 0.23 1.17  0.040
H -0.96 1.43 2.61  0.073
H -2.26 1.34 1.47  0.064
H -3.02 -0.04 3.32  0.094
H -2.39 -1.18 2.23  0.087
H -0.09 -0.87 3.31  0.062
H -0.90 -0.12 4.65  0.068
H -1.26 -1.87 4.16  0.066


What is the formula in the second record? C26H46Br2F6INO10P2S3